13
Properties=species:S:1:pos:R:3:forces:R:3:mulliken_charge:R:1 method="wB97M-V/def2-TZVPD" homo_ev=-8.3 spin_multiplicity=1 e_tot_ev=-7689.0226 largest_force_ev_per_a=4.4 homo_lumo_gap_ev=8.534 lumo_ev=0.2692
H -0.066 1.693 -1.033 -1.16 -0.45 -0.19 0.24
C -0.532 0.576 2.089 0.24 -0.25 0.05 -0.06
H 0.445 -1.363 -1.267 -0.17 2.10 -1.34 0.22
H 0.825 -1.636 1.085 -0.17 0.72 1.38 0.22
N -0.197 -0.560 2.697 -0.28 1.42 -0.19 -0.67
H 0.555 -0.175 -2.764 -0.11 -0.52 -0.19 0.36
N 0.045 -1.052 1.443 0.34 -1.90 -3.62 -0.06
N -0.089 0.242 0.825 -0.41 0.29 -1.50 -0.23
C 0.565 -0.262 -1.679 -0.13 -1.59 1.16 -0.95
C -0.492 0.675 -1.122 1.91 -1.45 3.69 -0.03
H -1.554 0.432 -1.302 0.76 0.53 0.19 0.26
H 1.581 0.008 -1.355 -0.48 0.29 0.00 0.32
H -1.086 1.421 2.382 -0.33 0.80 0.57 0.37

17
Properties=species:S:1:pos:R:3:forces:R:3:mulliken_charge:R:1 method="wB97M-V/def2-TZVPD" homo_ev=-9.4 smiles="NC[C@@H](N)CC=O" spin_multiplicity=1 e_tot_ev=-9336.3969 largest_force_ev_per_a=4.5 homo_lumo_gap_ev=10.208 lumo_ev=0.8280
C -0.021 0.902 -2.377 -0.96 1.69 0.19 0.07
H 0.310 -2.140 2.051 -0.11 -0.69 0.36 0.21
O -0.098 2.104 -2.628 0.48 -2.16 0.22 -0.50
H 0.635 0.690 1.691 -0.88 -1.15 -1.02 0.32
N -0.188 -1.280 2.170 0.01 0.68 0.46 -0.59
H -1.232 1.379 0.119 -0.52 -0.72 -0.07 0.28
H -2.001 -0.098 0.556 0.68 1.55 -1.40 0.31
C -0.154 -0.335 -0.188 -0.52 4.15 1.60 -0.07
N -1.454 0.421 -0.213 -0.05 -1.15 2.08 -0.69
H 1.554 -0.582 1.084 0.38 -0.66 -0.09 0.32
H 1.564 -0.291 -1.463 0.25 0.02 -0.24 0.42
H -0.285 -1.102 3.228 0.68 0.30 -2.63 0.22
H -0.683 0.193 -2.932 0.59 0.10 0.09 0.35
H 1.255 1.395 -0.741 -1.15 -2.54 -0.57 0.26
C 0.758 0.376 -1.170 1.11 2.14 -0.15 -0.68
H -0.464 -1.288 -0.387 -0.10 -2.76 -1.12 0.36
C 0.503 -0.343 1.199 0.11 1.21 2.29 -0.60

96
Properties=species:S:1:pos:R:3:forces:R:3:mulliken_charge:R:1 method="wB97M-V/def2-TZVPD" charge=+1 homo_ev=-11.7 spin_multiplicity=1 e_tot_ev=-115973.0504 largest_force_ev_per_a=2.3 homo_lumo_gap_ev=9.683 lumo_ev=-2.0344
O -2.327 -2.649 4.761 -0.10 0.00 0.02 -0.42
F -3.025 2.162 1.725 -0.96 -0.65 -0.42 -0.24
S 4.123 -5.054 -1.331 -0.24 0.14 0.34 1.43
C 0.301 -2.483 -1.695 0.15 0.43 -0.39 -1.32
H -1.439 4.099 0.310 -0.15 0.09 -0.16 2.10
N 0.237 1.023 -2.847 -0.73 0.34 0.58 -0.19
H -2.093 -1.293 2.523 -0.08 0.16 0.13 0.41
H -4.412 -2.890 7.418 0.00 -0.02 0.01 0.35
H 0.715 -2.471 -0.699 -0.35 -0.02 0.23 0.93
F -1.062 -5.922 -1.824 0.12 0.15 0.15 -0.32
H -1.832 0.446 1.159 0.13 0.16 0.16 0.59
C 0.442 4.392 -1.271 0.17 -0.01 0.24 -1.75
H -1.194 3.598 -2.253 -0.42 -0.16 0.35 -0.15
F 4.496 -3.974 -0.232 0.09 0.00 -0.02 -0.32
H -2.645 -2.884 7.460 -0.03 -0.05 0.02 0.34
C -1.074 3.128 0.600 -0.14 -0.34 0.27 -0.92
C -3.518 -2.553 6.893 0.07 0.08 -0.06 -1.09
F -0.334 -5.000 0.012 0.11 0.04 -0.02 -0.25
C -1.078 -1.578 2.257 0.35 -0.25 -0.39 -1.48
H 4.297 1.928 -2.108 0.01 0.10 0.13 0.26
H -3.057 3.898 -2.204 0.35 0.06 0.05 0.40
H 1.485 2.721 -2.703 0.08 0.06 0.36 0.41
C 3.708 1.042 -2.319 -0.01 0.02 0.02 -0.98
C 1.236 -5.474 -1.743 -0.09 -0.39 0.00 0.60
H -0.308 0.952 2.603 -0.11 -0.18 -0.04 0.66
H -3.510 -1.463 6.880 -0.04 0.01 0.00 0.28
N -1.047 2.263 -0.632 -0.43 0.58 0.03 1.30
C 3.086 4.140 1.599 -0.08 0.41 0.03 -1.59
C 1.927 4.773 0.842 0.23 -0.02 -0.15 -0.57
C -0.347 -1.144 -2.113 -0.05 -0.69 0.09 -1.54
H -5.566 3.553 -1.414 -0.02 0.14 0.05 0.52
F 5.557 -4.921 -1.946 -0.03 -0.02 0.09 -0.29
C 0.431 2.445 -2.779 0.83 -0.62 -0.16 -1.59
H -1.550 -2.953 5.240 0.03 0.01 0.02 0.25
Cl -2.608 1.160 -2.555 -0.12 0.10 -0.07 -0.09
H 0.733 0.614 -3.621 0.08 -0.08 -0.05 0.56
F 3.629 -3.885 -2.293 0.15 0.27 -0.10 -0.28
H -4.342 -2.757 4.911 0.01 0.00 -0.05 0.29
C -0.325 0.886 -0.348 0.60 -1.38 0.65 1.90
H 3.235 4.653 2.546 -0.04 -0.11 0.20 0.43
H 2.143 5.838 0.768 -0.19 0.16 0.01 0.60
C -2.528 2.096 -1.054 -0.42 -0.05 -0.74 -0.66
H -0.306 -1.159 -3.198 0.03 0.29 -0.15 0.52
H -0.139 5.134 -0.724 -0.19 -0.07 0.09 0.60
N -0.738 -1.283 0.846 -0.39 -0.01 0.09 0.07
H -3.495 -4.195 5.492 -0.08 0.00 -0.01 0.27
H 0.602 4.885 -2.229 -0.01 -0.07 -0.20 0.55
H 1.545 1.772 0.327 0.05 0.04 -0.11 -0.49
O -1.561 3.247 2.864 0.66 0.93 2.04 -0.44
Cl -3.683 4.572 -0.067 0.22 -0.06 0.10 -0.15
F 1.218 -6.811 -1.869 -0.03 0.20 0.03 -0.32
F 1.508 -4.954 -2.954 -0.16 0.05 0.04 -0.25
H 3.329 1.123 -3.340 -0.01 -0.10 -0.13 0.38
C -0.657 -3.628 -1.889 -0.10 0.13 0.08 0.74
H -1.156 -2.042 0.329 0.15 -0.06 -0.16 0.27
C 2.331 -5.145 -0.666 0.17 -0.31 0.28 0.38
H -1.013 -2.654 2.380 -0.01 -0.10 0.09 0.56
C -0.206 -5.005 -1.329 -0.30 -0.36 -0.38 0.49
C -3.420 3.338 -1.352 -0.63 -0.02 -0.34 0.57
C -0.378 3.156 -1.698 0.46 0.79 -0.78 1.06
C 1.836 -0.171 -1.523 0.44 0.12 0.34 -3.32
H 2.223 3.222 -0.672 -0.26 -0.29 0.05 0.05
F 2.061 -3.979 -0.064 0.15 0.03 -0.14 -0.17
H 2.939 3.080 1.785 0.07 -0.15 0.00 0.30
C -1.888 2.816 1.840 0.28 -0.08 -1.31 -0.76
C 0.639 1.267 2.179 0.01 0.14 -0.01 -1.61
C 1.810 4.223 -0.591 0.31 0.54 -0.02 -0.41
F 4.622 -6.187 -0.365 0.07 -0.05 -0.03 -0.30
C -3.479 -3.101 5.480 0.14 -0.04 0.11 -0.25
H -4.926 2.798 -2.836 0.10 -0.35 -0.11 0.38
C 0.334 0.172 -1.641 0.29 0.29 -1.29 1.84
F 1.638 0.529 2.806 -0.09 0.03 0.03 -0.50
H 2.097 -0.870 -0.728 -0.13 -0.08 0.12 0.39
O 2.641 0.986 -1.390 -0.08 0.08 -0.10 -0.18
H -0.347 -1.146 2.933 -0.06 0.18 0.13 0.29
H 1.131 -2.678 -2.370 0.13 -0.12 0.01 0.93
H 1.362 0.103 0.685 -0.15 -0.23 -0.20 0.74
H -0.076 3.311 0.957 0.24 -0.34 -0.15 -1.01
H 4.003 4.293 1.034 0.12 -0.21 -0.10 0.38
H 0.795 2.304 2.467 0.06 0.07 0.10 0.65
H 0.117 2.862 -3.736 -0.21 0.04 -0.07 0.37
F -0.947 -3.775 -3.208 0.03 0.00 0.22 -0.39
C -1.350 -0.064 0.333 -0.36 0.10 0.11 -2.78
H -5.078 1.891 -1.295 0.01 -0.20 -0.10 0.33
H -1.410 -1.169 -1.912 -0.06 0.12 0.22 0.51
C 0.828 1.040 0.676 -0.06 0.78 0.26 -0.15
F -1.852 -3.367 -1.259 0.12 -0.08 -0.05 -0.36
H 0.996 4.713 1.405 -0.03 -0.09 0.13 0.31
H 4.351 0.168 -2.229 0.08 -0.11 -0.06 0.37
F 2.262 -6.104 0.258 0.03 0.13 -0.05 -0.27
F 3.763 -6.131 -2.418 0.05 -0.18 -0.23 -0.30
C -4.827 2.839 -1.759 -0.09 0.30 0.33 -1.47
H -2.180 -0.309 -0.326 0.08 -0.07 -0.25 0.83
H 2.102 -0.678 -2.451 -0.10 -0.03 -0.19 1.18
H 2.520 4.822 -1.162 0.07 -0.03 -0.16 0.73
H -3.052 1.479 -0.348 0.24 0.08 0.51 1.22